The following is a DFT calculation (wB97M-V/def2-TZVPD) of a cluster of 7 separate species, C26H72N6O8 in total at a distorted geometry.

```
! wB97M-V def2-TZVPD RIJCOSX def2/J DEFGRID3
* xyz 0 1
C 9.002 -2.794 -0.896
C 8.521 -1.306 -0.924
C 9.214 -0.758 -2.249
O 10.573 -0.351 -1.944
C 11.682 -1.104 -2.589
N 7.016 -1.298 -1.048
H 10.002 -3.000 -0.513
H 8.954 -3.146 -1.926
H 8.482 -3.441 -0.190
H 8.806 -0.623 -0.124
H 8.733 0.173 -2.549
H 9.110 -1.366 -3.147
H 12.273 -0.536 -3.306
H 11.328 -2.103 -2.844
H 12.461 -1.270 -1.844
H 6.669 -2.072 -1.597
H 6.616 -1.512 -0.146
C 0.789 -6.889 7.028
C 0.157 -6.490 5.669
C 1.204 -6.534 4.530
O 2.018 -5.391 4.498
C 1.501 -4.141 4.775
N -0.782 -7.601 5.468
H 1.406 -6.067 7.392
H 1.463 -7.711 6.786
H 0.176 -7.413 7.762
H -0.365 -5.533 5.709
H 0.664 -6.354 3.600
H 1.684 -7.508 4.629
H 0.789 -3.921 3.980
H 2.259 -3.359 4.731
H 0.945 -3.999 5.702
H -1.097 -7.471 4.517
H -0.296 -8.486 5.514
C -11.761 -5.425 -4.808
C -12.409 -4.546 -3.716
C -11.434 -3.853 -2.753
O -10.773 -2.746 -3.414
C -9.775 -2.017 -2.671
N -13.196 -3.474 -4.410
H -10.905 -4.975 -5.311
H -12.545 -5.871 -5.420
H -11.397 -6.260 -4.208
H -13.071 -5.122 -3.069
H -10.684 -4.582 -2.448
H -11.987 -3.427 -1.916
H -9.566 -1.127 -3.263
H -9.003 -2.734 -2.391
H -10.190 -1.619 -1.745
H -12.537 -2.893 -4.907
H -13.524 -2.805 -3.728
C 3.169 -4.613 -7.610
C 3.822 -4.426 -6.249
C 3.665 -5.644 -5.355
O 3.767 -5.360 -3.997
C 3.599 -6.406 -3.152
N 5.266 -4.308 -6.520
H 3.604 -4.028 -8.421
H 2.135 -4.283 -7.715
H 3.224 -5.645 -7.955
H 3.280 -3.643 -5.719
H 4.513 -6.306 -5.530
H 2.704 -6.125 -5.538
H 4.088 -6.200 -2.199
H 4.009 -7.368 -3.460
H 2.527 -6.523 -2.992
H 5.500 -3.340 -6.692
H 5.544 -4.455 -5.561
C -1.503 11.454 1.824
C -0.073 11.862 1.297
C 0.727 10.565 1.012
O 2.029 10.802 0.587
C 2.869 11.314 1.610
N -0.294 12.699 0.074
H -1.432 10.868 2.740
H -2.113 10.927 1.091
H -2.044 12.352 2.124
H 0.439 12.444 2.064
H 0.237 10.046 0.189
H 0.624 10.010 1.945
H 3.862 11.493 1.198
H 2.939 10.744 2.537
H 2.494 12.289 1.921
H -0.599 13.621 0.352
H 0.607 12.915 -0.328
C -1.642 5.126 6.160
C -2.993 4.422 6.185
C -3.215 3.316 5.114
O -3.163 3.744 3.763
C -4.200 4.637 3.399
N -2.927 3.706 7.494
H -1.657 5.722 7.072
H -1.569 5.778 5.289
H -0.788 4.449 6.151
H -3.825 5.092 6.403
H -4.180 2.826 5.242
H -2.361 2.674 5.327
H -3.956 5.695 3.493
H -5.165 4.670 3.904
H -4.319 4.412 2.340
H -2.871 2.798 7.054
H -2.047 3.858 7.966
C -0.595 0.868 -2.426
C 0.208 1.969 -1.826
O 1.512 2.128 -2.437
O -1.087 0.970 -3.725
H -1.463 0.560 -1.844
H -0.032 -0.005 -2.757
H 0.431 1.846 -0.766
H -0.196 2.958 -2.045
H 2.161 1.527 -2.063
H -0.447 1.373 -4.316
*
```

As for the lowest unoccupied orbital energy: 0.014 Ha. The SMILES is COC[C@H](C)N.COC[C@H](C)N.COC[C@H](C)N.COC[C@H](C)N.COC[C@H](C)N.COC[C@H](C)N.OCCO. The HOMO energy comes out at -9.19 eV. The calculation puts the calculated total energy at -53441.0943 eV. The value obtained for the relative energy (zero: lowest compared OMol25 entry of this formula, charge and spin) is 139.87 kcal per mole. As for the maximum force: 3.62 eV/Å. The gap between HOMO and LUMO comes out at 9.6 eV.

Atom charges from the Mulliken analysis, given in e for atoms 1 to 99: number 1, C, carries -1.320; number 2, C, carries 0.416; number 3, C, carries -0.785; number 4, O, carries -0.385; number 5, C, carries -0.658; number 6, N, carries -0.685; number 7, H, carries 0.303; number 8, H, carries 0.353; number 9, H, carries 0.372; number 10, H, carries 0.343; number 11, H, carries 0.321; number 12, H, carries 0.412; number 13, H, carries 0.274; number 14, H, carries 0.299; number 15, H, carries 0.249; number 16, H, carries 0.243; number 17, H, carries 0.248; number 18, C, carries -1.343; number 19, C, carries 0.110; number 20, C, carries -0.620; number 21, O, carries -0.354; number 22, C, carries -0.719; number 23, N, carries -0.749; number 24, H, carries 0.288; number 25, H, carries 0.356; number 26, H, carries 0.415; number 27, H, carries 0.505; number 28, H, carries 0.398; number 29, H, carries 0.326; number 30, H, carries 0.337; number 31, H, carries 0.249; number 32, H, carries 0.267; number 33, H, carries 0.259; number 34, H, carries 0.274; number 35, C, carries -1.322; number 36, C, carries 0.389; number 37, C, carries -0.761; number 38, O, carries -0.312; number 39, C, carries -0.746; number 40, N, carries -0.800; number 41, H, carries 0.288; number 42, H, carries 0.389; number 43, H, carries 0.339; number 44, H, carries 0.361; number 45, H, carries 0.373; number 46, H, carries 0.388; number 47, H, carries 0.241; number 48, H, carries 0.284; number 49, H, carries 0.301; number 50, H, carries 0.319; number 51, H, carries 0.269; number 52, C, carries -1.413; number 53, C, carries 0.880; number 54, C, carries -1.195; number 55, O, carries -0.295; number 56, C, carries -0.773; number 57, N, carries -0.769; number 58, H, carries 0.363; number 59, H, carries 0.357; number 60, H, carries 0.328; number 61, H, carries 0.239; number 62, H, carries 0.461; number 63, H, carries 0.404; number 64, H, carries 0.251; number 65, H, carries 0.329; number 66, H, carries 0.289; number 67, H, carries 0.262; number 68, H, carries 0.282; number 69, C, carries -1.425; number 70, C, carries 0.505; number 71, C, carries -0.641; number 72, O, carries -0.341; number 73, C, carries -0.729; number 74, N, carries -0.749; number 75, H, carries 0.391; number 76, H, carries 0.340; number 77, H, carries 0.357; number 78, H, carries 0.223; number 79, H, carries 0.349; number 80, H, carries 0.350; number 81, H, carries 0.281; number 82, H, carries 0.307; number 83, H, carries 0.283; number 84, H, carries 0.239; number 85, H, carries 0.258; number 86, C, carries -1.378; number 87, C, carries 0.444; number 88, C, carries -0.842; number 89, O, carries -0.366; number 90, C, carries -0.797; number 91, N, carries -0.716; number 92, H, carries 0.451; number 93, H, carries 0.298; number 94, H, carries 0.326; number 95, H, carries 0.264; number 96, H, carries 0.432; number 97, H, carries 0.405; number 98, H, carries 0.277; number 99, H, carries 0.358

---

The following is a DFT calculation (wB97M-V/def2-TZVPD) of a structure of composition C30H30BrN7O2STl at a distorted geometry.

```
! wB97M-V def2-TZVPD RIJCOSX def2/J DEFGRID3
* xyz 1 1
Tl -1.537 -0.005 -0.386
C -1.923 1.255 -5.023
C -1.418 0.651 -3.751
N -2.240 0.342 -2.808
N -3.537 0.487 -2.936
C -4.356 -0.222 -2.201
N -5.664 0.037 -2.317
S -3.859 -1.494 -1.157
C -0.014 0.335 -3.522
C 0.876 0.204 -4.593
C 2.177 -0.187 -4.352
C 2.575 -0.426 -3.045
C 1.637 -0.268 -2.039
N 0.384 0.090 -2.263
H -2.895 0.830 -5.258
H -1.258 1.126 -5.866
H -2.066 2.322 -4.855
H -5.966 0.828 -2.862
H -6.335 -0.528 -1.827
H 0.547 0.361 -5.606
H 2.866 -0.307 -5.174
H 3.584 -0.728 -2.820
H 1.908 -0.446 -1.007
Br -3.087 2.997 -0.730
C -2.071 3.857 0.642
C -2.387 5.114 1.008
C -1.676 5.745 2.077
C -0.698 5.095 2.737
C -0.269 3.770 2.366
C 0.732 3.161 3.039
C 1.336 1.860 2.637
C 0.511 1.212 1.512
C -0.543 1.925 0.799
C -0.979 3.120 1.224
H -3.179 5.653 0.510
H -1.946 6.759 2.332
H -0.179 5.570 3.557
H 1.184 3.660 3.884
H 2.403 1.995 2.426
H 1.137 0.620 0.844
O 4.268 -4.261 -0.490
C 3.196 -4.823 -1.212
C 1.949 -4.046 -0.902
C 0.874 -3.932 -1.777
C -0.174 -3.091 -1.430
N -0.190 -2.368 -0.324
C 0.795 -2.538 0.570
C 1.872 -3.376 0.311
C 0.763 -1.655 1.739
C 1.904 -1.501 2.629
C 1.998 -0.498 3.518
C 3.054 -0.546 4.591
O 3.405 -1.850 4.968
C 1.011 0.627 3.530
C -0.154 0.278 2.563
N -0.303 -0.954 1.904
H 5.062 -4.781 -0.647
H 3.050 -5.875 -0.923
H 3.389 -4.785 -2.293
H 0.854 -4.454 -2.721
H -1.026 -2.958 -2.084
H 2.692 -3.481 1.000
H 2.657 -2.272 2.656
H 2.736 0.049 5.460
H 3.978 -0.098 4.211
H 2.627 -2.298 5.320
H 0.722 0.873 4.553
H -1.109 0.663 2.917
N -3.242 -0.489 1.623
H -4.172 -0.116 1.473
H -2.975 -0.319 2.583
H -3.280 -1.494 1.490
*
```

As for the lowest unoccupied orbital energy: -0.137 Ha. The HOMO energy comes out at -9.64 eV. The calculation puts the calculated total energy at -131684.6439 eV. The value obtained for the relative energy (zero: lowest compared OMol25 entry of this formula, charge and spin) is 104.21 kcal per mole. As for the maximum force: 2.07 eV/Å. The gap between HOMO and LUMO comes out at 5.9 eV.

For each atom in turn, the Mulliken charge in e is: number 1, Tl, carries 1.388; number 2, C, carries -1.543; number 3, C, carries 0.320; number 4, N, carries 1.109; number 5, N, carries -1.656; number 6, C, carries 0.587; number 7, N, carries -0.413; number 8, S, carries -0.412; number 9, C, carries 0.947; number 10, C, carries -0.984; number 11, C, carries -0.521; number 12, C, carries -1.269; number 13, C, carries -0.015; number 14, N, carries 0.280; number 15, H, carries 0.385; number 16, H, carries 0.437; number 17, H, carries 0.292; number 18, H, carries 0.231; number 19, H, carries 0.204; number 20, H, carries 0.264; number 21, H, carries 0.454; number 22, H, carries 0.514; number 23, H, carries 0.387; number 24, Br, carries -0.162; number 25, C, carries 0.024; number 26, C, carries -0.460; number 27, C, carries -0.560; number 28, C, carries -1.394; number 29, C, carries 1.301; number 30, C, carries -1.900; number 31, C, carries 0.071; number 32, C, carries 0.269; number 33, C, carries -1.246; number 34, C, carries 1.411; number 35, H, carries 0.467; number 36, H, carries 0.391; number 37, H, carries 0.381; number 38, H, carries 0.373; number 39, H, carries 0.550; number 40, H, carries 0.374; number 41, O, carries -0.517; number 42, C, carries -0.690; number 43, C, carries 0.388; number 44, C, carries -0.927; number 45, C, carries -0.454; number 46, N, carries -0.029; number 47, C, carries 0.201; number 48, C, carries -0.059; number 49, C, carries 0.578; number 50, C, carries -0.992; number 51, C, carries -0.336; number 52, C, carries -0.728; number 53, O, carries -0.517; number 54, C, carries -0.617; number 55, C, carries -0.566; number 56, N, carries -0.280; number 57, H, carries 0.316; number 58, H, carries 0.321; number 59, H, carries 0.369; number 60, H, carries 0.485; number 61, H, carries 0.493; number 62, H, carries 0.540; number 63, H, carries 0.804; number 64, H, carries 0.396; number 65, H, carries 0.256; number 66, H, carries 0.347; number 67, H, carries 0.892; number 68, H, carries 0.364; number 69, N, carries -0.533; number 70, H, carries 0.176; number 71, H, carries 0.186; number 72, H, carries 0.258

---

The following is a DFT calculation (wB97M-V/def2-TZVPD) of a structure of composition C21H26FMnN8OS2Se2 at a distorted geometry.

```
! wB97M-V def2-TZVPD RIJCOSX def2/J DEFGRID3
* xyz 1 2
Mn -0.020 -0.222 -0.030
N 3.322 -1.119 0.344
C 2.930 -0.186 1.240
N 1.703 0.249 1.362
C 1.584 1.197 2.355
C 2.725 1.457 3.032
S 4.023 0.506 2.401
C 0.266 1.772 2.549
C -0.110 2.712 3.448
S -1.793 3.039 3.284
C -1.869 1.871 1.978
N -0.728 1.306 1.716
N -3.033 1.598 1.351
H 2.734 -1.212 -0.474
H 4.308 -1.235 0.187
H 2.880 2.136 3.852
H 0.480 3.220 4.193
H -3.823 2.193 1.528
H -2.978 1.162 0.434
Se -0.881 -0.812 -3.376
Se -2.682 0.590 -1.549
C -1.515 2.076 -1.597
C -1.790 3.248 -2.294
C -0.840 4.255 -2.282
C 0.344 4.064 -1.579
C 0.532 2.871 -0.910
N -0.385 1.902 -0.916
C -0.741 -2.342 -2.295
C -1.091 -3.588 -2.835
C -0.987 -4.726 -2.065
C -0.521 -4.612 -0.757
C -0.195 -3.360 -0.289
N -0.308 -2.243 -1.023
H -2.722 3.342 -2.830
H -1.011 5.175 -2.825
H 1.109 4.826 -1.550
H 1.439 2.670 -0.351
H -1.449 -3.628 -3.853
H -1.262 -5.691 -2.470
H -0.409 -5.477 -0.118
H 0.191 -3.240 0.717
C -1.863 -2.635 4.451
N -1.065 -2.304 3.273
C 0.200 -1.655 3.589
C -1.626 -2.040 2.064
O -1.159 -1.128 1.343
N -2.666 -2.792 1.656
C -3.443 -2.392 0.495
C -2.916 -4.154 2.102
H -1.764 -1.830 5.183
H -1.516 -3.562 4.910
H -2.914 -2.731 4.199
H 0.690 -2.222 4.378
H 0.051 -0.625 3.929
H 0.847 -1.634 2.716
H -3.253 -1.351 0.264
H -4.505 -2.524 0.708
H -3.183 -3.000 -0.376
H -2.112 -4.512 2.738
H -2.970 -4.798 1.221
H -3.866 -4.231 2.633
F 1.272 -0.059 -1.186
*
```

Its expectation value of S² is 1.175. As for the lowest unoccupied orbital energy (alpha / beta): -0.130 / -0.134 Ha. The HOMO energy (alpha / beta) comes out at -9.17 / -10.01 eV. The calculation puts the calculated total energy at -222562.6964 eV. The value obtained for the relative energy (zero: lowest compared OMol25 entry of this formula, charge and spin) is 33.16 kcal per mole. As for the maximum force: 3.02 eV/Å. The gap between HOMO and LUMO (alpha / beta) comes out at 5.6 / 6.4 eV.

For each atom in turn, the Mulliken charge in e is: number 1, Mn, carries 0.919; number 2, N, carries -0.400; number 3, C, carries -0.121; number 4, N, carries 1.349; number 5, C, carries -0.745; number 6, C, carries 0.005; number 7, S, carries -0.209; number 8, C, carries -1.176; number 9, C, carries -0.278; number 10, S, carries -0.228; number 11, C, carries 0.052; number 12, N, carries 1.005; number 13, N, carries -0.106; number 14, H, carries 0.161; number 15, H, carries 0.263; number 16, H, carries 0.457; number 17, H, carries 0.477; number 18, H, carries 0.228; number 19, H, carries -0.322; number 20, Se, carries -0.006; number 21, Se, carries -0.171; number 22, C, carries 0.297; number 23, C, carries -1.202; number 24, C, carries -0.207; number 25, C, carries -0.909; number 26, C, carries -0.500; number 27, N, carries 0.552; number 28, C, carries -0.304; number 29, C, carries -0.731; number 30, C, carries -0.413; number 31, C, carries -0.834; number 32, C, carries -0.396; number 33, N, carries 0.451; number 34, H, carries 0.478; number 35, H, carries 0.419; number 36, H, carries 0.461; number 37, H, carries 0.403; number 38, H, carries 0.464; number 39, H, carries 0.415; number 40, H, carries 0.539; number 41, H, carries 0.475; number 42, C, carries -1.222; number 43, N, carries 0.114; number 44, C, carries -0.965; number 45, C, carries 0.207; number 46, O, carries 0.915; number 47, N, carries 0.243; number 48, C, carries -0.670; number 49, C, carries -1.313; number 50, H, carries 0.380; number 51, H, carries 0.339; number 52, H, carries 0.420; number 53, H, carries 0.551; number 54, H, carries 0.345; number 55, H, carries -0.035; number 56, H, carries -0.199; number 57, H, carries 0.447; number 58, H, carries 0.261; number 59, H, carries 0.415; number 60, H, carries 0.429; number 61, H, carries 0.327; number 62, F, carries -0.602